<P>
8
Properties=species:S:1:pos:R:3:mulliken_charge:R:1 method="wB97M-V/def2-TZVPD" total_charge=+1 gap_ha="0.3271 / 0.3371"
C -0.50599 0.82177 0.85191 0.24
N -1.15617 -0.62120 0.20108 -0.51
O -2.82175 -1.58087 0.13061 -0.17
O -1.09793 1.53979 1.51611 -0.13
H 0.54438 0.81567 0.46848 0.35
H -1.21908 -1.27201 1.04187 0.43
H -0.67615 -1.13827 -0.54949 0.40
H -2.60655 -0.78116 -0.16558 0.40

***

<Q>
8
Properties=species:S:1:pos:R:3:mulliken_charge:R:1 method="wB97M-V/def2-TZVPD" total_charge=+1 gap_ha="0.3631 / 0.3390"
C -1.24038 -0.47781 0.10882 0.09
N 0.11502 -0.14951 0.65254 -0.26
O -2.38005 0.18173 0.48376 -0.17
O -1.78707 0.45523 -0.72261 -0.18
H -1.62498 -2.22541 -0.86227 0.38
H 0.53191 0.21432 -0.25858 0.41
H 0.66198 -0.99347 0.89151 0.38
H -0.01888 0.51928 1.41073 0.35

***

<R>
8
Properties=species:S:1:pos:R:3:mulliken_charge:R:1 method="wB97M-V/def2-TZVPD" total_charge=+1 gap_ha=0.4491
C 1.26689 -1.57152 1.27406 0.05
N 0.70185 -0.83708 0.65842 0.07
O -0.91930 0.67861 -1.51195 -0.32
O -0.50955 1.41612 -0.40719 -0.40
H 0.01032 0.01939 0.10331 0.45
H 1.83523 -2.26256 1.92330 0.36
H -1.26938 1.28678 0.22322 0.43
H -1.11605 1.27025 -2.26316 0.35

***

Stability summary - winner: <R>; margin: 0.0872 hartree.

***

<P>
58
Properties=species:S:1:pos:R:3:mulliken_charge:R:1 method="wB97M-V/def2-TZVPD" smiles="Cc1ccc(NC(=O)OCCN2CCN(S(=O)(=O)c3ccc(C)cc3)CCC2=O)cc1" gap_ha=0.3073
C -5.81595 -1.47991 4.14194 -1.38
C -4.80358 -0.73039 3.32857 0.87
C -4.04615 -1.36531 2.35278 -1.06
C -3.11620 -0.66683 1.60734 -0.29
C -2.92393 0.69413 1.82693 0.95
N -1.97546 1.34882 1.02971 0.06
C -1.50218 2.60660 1.16589 0.69
O -1.80359 3.43015 1.99278 -0.66
O -0.57266 2.83708 0.18821 -0.29
C 0.06617 4.10590 0.19843 -0.80
C 1.43020 4.05380 0.90358 -0.97
N 2.27202 2.99675 0.36659 0.24
C 2.60371 1.85966 1.19332 -1.49
C 1.65872 0.67329 1.01834 0.27
N 1.87538 -0.05982 -0.22173 0.00
S 0.70533 -1.28509 -0.29023 1.76
O 0.79013 -2.03142 0.92782 -0.80
O -0.57676 -0.70579 -0.61595 -0.88
C 1.27071 -2.29776 -1.64503 -0.57
C 0.49517 -2.45704 -2.77747 0.08
C 0.95834 -3.26020 -3.80454 -0.82
C 2.18935 -3.90233 -3.70450 1.02
C 2.67192 -4.78763 -4.81006 -1.46
C 2.95017 -3.72744 -2.55151 -0.85
C 2.49365 -2.92852 -1.51882 -0.53
C 1.80880 0.72532 -1.44156 -0.24
C 2.97129 1.71460 -1.57974 -1.37
C 2.55835 3.03750 -0.95752 0.70
O 2.41418 4.04350 -1.62316 -0.67
C -3.67364 1.34189 2.80284 -0.55
C -4.59976 0.62812 3.53948 -0.83
H -6.80298 -1.03363 4.02648 0.33
H -5.55659 -1.44221 5.19946 0.32
H -5.86741 -2.52144 3.83512 0.34
H -4.18311 -2.42195 2.17236 0.29
H -2.52476 -1.16796 0.85541 0.37
H -1.55867 0.76892 0.30384 0.06
H 0.20315 4.38632 -0.84699 0.44
H -0.57594 4.83158 0.70713 0.51
H 1.28872 3.88041 1.97039 0.44
H 1.91946 5.02061 0.75122 0.37
H 2.55541 2.17915 2.23683 0.47
H 3.62946 1.54496 0.98577 0.41
H 1.81319 -0.05187 1.81952 0.61
H 0.62587 1.03337 1.07132 -0.33
H -0.45560 -1.95086 -2.83494 0.48
H 0.35958 -3.39191 -4.69345 0.39
H 2.24561 -5.78431 -4.69502 0.30
H 2.36252 -4.40265 -5.77862 0.38
H 3.75457 -4.87994 -4.79255 0.37
H 3.90509 -4.22398 -2.46379 0.37
H 3.06257 -2.78594 -0.61451 0.47
H 1.84550 0.00106 -2.25965 0.57
H 0.85240 1.26342 -1.50602 0.23
H 3.87277 1.29849 -1.13219 0.37
H 3.16159 1.90554 -2.63622 0.41
H -3.52715 2.39383 2.98124 0.50
H -5.17898 1.13936 4.29513 0.38

***

<Q>
58
Properties=species:S:1:pos:R:3:mulliken_charge:R:1 method="wB97M-V/def2-TZVPD" smiles="COc1ccc(NC(=O)CN2CCc3ccccc3C2)cc1S(=O)(=O)N1CCOCC1" gap_ha=0.3212
C -4.74999 -3.36746 -0.98748 -1.00
O -4.37690 -2.16938 -0.34420 -0.30
C -3.06867 -1.95137 -0.08833 0.68
C -2.01787 -2.78317 -0.47066 -0.91
C -0.71210 -2.43361 -0.17813 -0.94
C -0.41108 -1.25149 0.49429 0.34
N 0.92441 -0.95396 0.75345 -0.05
C 1.47418 0.22417 1.15784 0.55
O 0.86887 1.24121 1.39935 -0.66
C 2.99029 0.10180 1.30319 -0.87
N 3.53892 -0.79472 0.29816 0.01
C 3.49235 -0.23799 -1.04688 -1.05
C 4.37565 1.00118 -1.23002 -1.03
C 5.71264 0.84938 -0.55484 0.88
C 6.71560 1.78205 -0.79389 -0.67
C 7.94326 1.68016 -0.16911 -0.58
C 8.18268 0.63875 0.71278 -0.55
C 7.19046 -0.28999 0.96058 -0.78
C 5.95456 -0.19383 0.33381 1.35
C 4.89237 -1.23386 0.59422 -1.90
C -1.46052 -0.42532 0.89563 0.06
C -2.75760 -0.78384 0.60910 -0.55
S -4.11271 0.25497 1.14861 1.51
O -5.06330 -0.53229 1.87637 -0.75
O -3.55592 1.40435 1.80492 -0.75
N -4.76924 0.67437 -0.33911 0.09
C -4.27754 1.92384 -0.88344 -0.70
C -5.07127 3.10920 -0.32455 -0.53
O -6.45787 2.93660 -0.53108 -0.42
C -6.92217 1.75466 0.08561 -0.59
C -6.20327 0.52581 -0.47519 -0.67
H -4.44470 -4.24542 -0.41038 0.38
H -4.33034 -3.42782 -1.99702 0.39
H -5.83617 -3.33861 -1.04955 0.24
H -2.20513 -3.70479 -0.99801 0.43
H 0.09014 -3.09127 -0.48137 0.40
H 1.60731 -1.66456 0.50962 0.18
H 3.42379 1.11042 1.29864 0.32
H 3.17917 -0.33197 2.29075 0.49
H 3.82399 -1.02862 -1.72680 0.53
H 2.45535 0.00850 -1.28931 0.32
H 3.86984 1.87975 -0.81739 0.36
H 4.51904 1.18929 -2.29629 0.55
H 6.52373 2.59408 -1.48101 0.44
H 8.71264 2.41147 -0.36721 0.39
H 9.13869 0.55403 1.20751 0.39
H 7.37018 -1.10383 1.64913 0.41
H 5.09440 -2.10984 -0.03706 0.35
H 4.93647 -1.56463 1.63514 0.46
H -1.27868 0.49261 1.43002 0.78
H -3.22587 2.01497 -0.61430 0.37
H -4.37954 1.87949 -1.97302 0.43
H -4.80200 4.03527 -0.83528 0.39
H -4.85477 3.19855 0.74883 0.33
H -7.99453 1.71014 -0.11275 0.36
H -6.74594 1.79992 1.17088 0.36
H -6.48403 -0.37091 0.07419 0.40
H -6.43126 0.40358 -1.53897 0.36

***

Stability summary - winner: <P>; margin: 0.0670 hartree.

***

<P>
16
Properties=species:S:1:pos:R:3:mulliken_charge:R:1 method="wB97M-V/def2-TZVPD" smiles="[H]/P=C1/CCOC1.O" gap_ha=0.3291
H -1.09386 2.75176 -0.33912 -0.01
P -1.63030 1.45756 -0.02261 -0.02
C -0.15089 0.62201 -0.16919 0.57
C 0.06276 -0.80763 -0.05284 -0.98
C 1.57919 -0.90376 0.17341 -0.81
O 2.14908 0.27857 -0.25017 -0.40
C 1.17767 1.31245 -0.03303 -0.75
H -0.13931 -1.19341 -1.08445 0.35
H -0.55630 -1.43968 0.53323 0.49
H 1.69067 -0.86734 1.24184 0.32
H 2.07313 -1.69766 -0.15739 0.48
H 1.32599 2.10454 -0.77616 0.41
H 1.22743 1.72364 0.94292 0.33
O -2.91866 -1.17114 -0.03750 -0.63
H -2.23174 -1.19807 -0.78765 0.35
H -2.56486 -0.97183 0.81870 0.30

***

<Q>
16
Properties=species:S:1:pos:R:3:mulliken_charge:R:1 method="wB97M-V/def2-TZVPD" smiles=CC1(P)OCCO1 gap_ha=0.3602
C -0.32619 -1.14474 -1.44460 -1.21
C -0.22363 0.13806 -0.60048 0.64
P -0.86177 1.66060 -1.57177 -0.13
O 1.17779 0.46371 -0.32937 -0.43
C 1.36237 0.53486 1.12411 -0.25
C 0.21072 -0.32868 1.56884 -0.37
O -0.88216 0.10188 0.61429 -0.39
H -1.24180 -1.20319 -2.17828 0.26
H -0.05894 -2.01417 -0.97299 0.37
H 0.52646 -0.98676 -2.10551 0.40
H -0.64877 2.86384 -0.60506 0.04
H -2.07326 1.18219 -1.02678 0.04
H 1.28019 1.56007 1.47227 0.25
H 2.46232 0.23677 1.41304 0.25
H 0.18552 -1.40219 1.41354 0.27
H -0.09662 0.02799 2.52737 0.27

***

<R>
16
Properties=species:S:1:pos:R:3:mulliken_charge:R:1 method="wB97M-V/def2-TZVPD" smiles="CCOCCP=O" gap_ha=0.3255
C 0.50641 0.96650 -1.47900 -1.03
C 0.97314 1.01006 -0.08191 -0.38
O 1.05564 -0.21262 0.73926 -0.41
C -0.09893 -0.54271 1.57828 -0.67
C -1.27213 -0.85527 0.60771 -0.31
P -0.86056 -2.45685 -0.24840 0.24
O -0.56234 -2.13767 -1.62224 -0.38
H 1.01478 0.29172 -2.08105 0.31
H -0.54301 0.75287 -1.70834 0.39
H 0.86129 2.00375 -1.85955 0.30
H 0.38950 1.62762 0.58736 0.36
H 2.01646 1.30867 -0.06758 0.34
H -0.29088 0.37027 2.24060 0.29
H 0.14398 -1.32783 2.23430 0.40
H -2.13606 -0.75899 1.22835 0.48
H -1.19730 -0.03952 -0.06780 0.08

***

Stability summary - winner: <R>; margin: 0.0338 hartree.

***

<P>
26
Properties=species:S:1:pos:R:3:mulliken_charge:R:1 method="wB97M-V/def2-TZVPD" smiles=CCCC.O.O.O.O gap_ha=0.4311
C 1.00262 -0.29297 -4.85915 -1.08
C 0.05633 -1.50937 -4.70236 -0.46
C -0.34515 -1.81138 -3.25462 -0.23
C 0.65290 -2.79307 -2.64210 -1.25
H 0.73654 0.40815 -4.05806 0.27
H 0.90976 0.18601 -5.81887 0.34
H 2.03955 -0.55156 -4.61317 0.29
H 0.50309 -2.37645 -5.17258 0.32
H -0.82772 -1.28669 -5.31534 0.31
H -0.27804 -0.91012 -2.64941 0.18
H -1.34062 -2.26481 -3.23528 0.30
H 1.60919 -2.34673 -2.36710 0.32
H 0.81633 -3.72507 -3.19016 0.35
H 0.37490 -3.08397 -1.61225 0.34
O 2.64293 1.01559 5.69750 -0.64
H 2.37255 0.42426 4.98730 0.32
H 2.60954 0.45437 6.48057 0.32
O -3.88690 1.04436 4.61117 -0.64
H -4.13964 1.88244 5.03247 0.32
H -3.93715 0.50457 5.41752 0.32
O 0.60747 2.26065 1.43925 -0.64
H -0.12444 1.68542 1.18300 0.32
H 0.45305 3.03606 0.88349 0.32
O -1.08077 3.36733 6.23030 -0.64
H -0.12768 3.21152 6.22932 0.33
H -1.29865 3.47146 5.29856 0.32

***

<Q>
26
Properties=species:S:1:pos:R:3:mulliken_charge:R:1 method="wB97M-V/def2-TZVPD" smiles=CCCC.O.O.O.O gap_ha=0.4230
C -0.00966 -0.35938 0.44099 -1.74
C -1.14488 -0.22368 -0.60380 -0.24
C -1.75415 1.17198 -0.68569 -0.57
C -2.66387 1.39995 0.61590 -1.47
H 0.73317 0.24931 0.06774 0.18
H 0.06368 -1.33134 0.80281 0.96
H -0.37919 0.13421 1.31360 0.42
H -1.94698 -0.86254 -0.25671 0.24
H -0.86186 -0.33022 -1.60675 0.31
H -1.04173 1.96287 -0.70556 0.28
H -2.41096 1.28793 -1.55700 0.40
H -3.19490 2.22732 0.64908 0.54
H -2.06724 1.48873 1.48254 0.34
H -3.53313 0.71019 0.83644 0.29
O 2.74822 0.21486 1.17388 -0.67
H 2.17554 0.43116 1.88690 0.32
H 2.63781 1.09242 0.59956 0.36
O 1.91336 1.58495 -1.83501 -0.64
H 1.21312 1.66700 -2.43613 0.27
H 2.61686 0.91300 -2.11476 0.34
O 1.26611 -1.94162 -2.25665 -0.64
H 0.96216 -2.07157 -1.31071 0.33
H 0.48955 -2.08198 -2.84210 0.30
O -0.90675 -1.72804 3.05582 -0.63
H -0.41017 -0.97300 2.66505 0.41
H -1.77797 -1.48793 2.81717 0.31

***

Stability summary - winner: <P>; margin: 0.0507 hartree.

***

<P>
38
Properties=species:S:1:pos:R:3:mulliken_charge:R:1 method="wB97M-V/def2-TZVPD" smiles="CC(C)CNC(=O)N[C@@H](CC(C)C)C(=O)O" gap_ha=0.3611
C -3.54243 -1.56427 -0.07904 -1.41
C -4.12436 -0.15469 -0.01728 0.81
C -4.28232 0.30410 1.43177 -1.52
C -3.25932 0.82617 -0.82717 -1.17
N -1.88679 0.88037 -0.38715 -0.19
C -0.89703 0.23681 -1.06637 0.62
O -1.05037 -0.26454 -2.16170 -0.69
N 0.32565 0.28017 -0.43831 -0.10
C 1.40981 -0.52040 -0.94837 -0.01
C 2.72988 0.26209 -1.07891 -1.37
C 3.59412 0.35020 0.18573 0.93
C 2.85268 0.96338 1.37184 -1.45
C 4.84117 1.17586 -0.12900 -1.66
C 1.59759 -1.81557 -0.17936 0.27
O 2.44613 -2.63524 -0.40124 -0.61
O 0.69158 -1.97128 0.80031 -0.40
H -3.40788 -1.87368 -1.11214 0.40
H -4.20404 -2.27181 0.41549 0.45
H -2.57206 -1.60044 0.41237 0.18
H -5.11415 -0.16140 -0.48615 0.28
H -3.33142 0.26184 1.95945 0.32
H -4.98260 -0.34179 1.95621 0.42
H -4.66002 1.32367 1.47516 0.37
H -3.22690 0.50970 -1.87190 0.42
H -3.69112 1.83137 -0.77270 0.42
H -1.71887 1.18887 0.55601 0.22
H 0.36142 0.53559 0.53437 0.28
H 1.08230 -0.81233 -1.95840 0.53
H 2.47611 1.26775 -1.41909 0.34
H 3.32526 -0.21921 -1.85547 0.43
H 3.91308 -0.66109 0.45730 0.28
H 2.40029 1.91228 1.09019 0.29
H 3.54733 1.14702 2.18911 0.48
H 2.08080 0.29299 1.74322 0.27
H 4.56536 2.19664 -0.38563 0.36
H 5.50641 1.20593 0.73059 0.41
H 5.38478 0.74552 -0.96618 0.40
H 0.81992 -2.83057 1.23246 0.38

***

<Q>
38
Properties=species:S:1:pos:R:3:mulliken_charge:R:1 method="wB97M-V/def2-TZVPD" smiles="CC(C)C[C@H](N)C(=O)N[C@H](C(=O)O)C(C)C" gap_ha=0.3615
C 0.02108 -2.05828 -3.56345 -1.42
C 0.95144 -2.51878 -2.46160 0.95
C 2.38318 -2.86296 -2.95139 -1.38
C 1.10331 -1.33742 -1.45838 -0.92
C 0.03573 -1.10304 -0.40638 0.46
N -1.30464 -0.84913 -0.84014 -0.63
C 0.52188 0.06377 0.53455 0.17
O 1.65987 0.54586 0.55818 -0.70
N -0.39264 0.80884 1.09124 -0.03
C 0.08432 1.66715 2.15488 -0.06
C 0.37044 0.60853 3.20236 0.23
O -0.39926 -0.08336 3.78230 -0.58
O 1.67675 0.22686 3.14771 -0.42
C -0.96001 2.73135 2.35660 0.40
C -1.00376 3.76565 1.22892 -1.58
C -2.41834 2.07849 2.44129 -1.36
H 0.31743 -1.04710 -3.95860 0.28
H 0.16514 -2.82282 -4.41762 0.34
H -1.05348 -2.01839 -3.42893 0.34
H 0.63596 -3.47640 -2.04532 0.24
H 3.01169 -3.08222 -2.02446 0.35
H 2.46106 -3.81408 -3.52702 0.43
H 2.88817 -1.97402 -3.55889 0.23
H 2.00912 -1.70281 -0.89159 0.11
H 1.28942 -0.49417 -2.06459 0.37
H 0.02375 -2.07609 0.16083 0.21
H -1.92160 -1.59015 -0.99172 0.28
H -1.38800 -0.68572 -1.83447 0.14
H -1.27963 0.58748 0.81792 0.14
H 1.03160 2.09364 2.10895 0.35
H 1.81972 -0.46612 3.78227 0.34
H -0.62871 3.22154 3.24653 0.44
H -0.12873 4.31693 0.98339 0.37
H -1.76632 4.45686 1.34966 0.50
H -1.39308 3.26602 0.32893 0.33
H -2.50174 1.08855 2.97899 0.32
H -3.14350 2.85046 2.72731 0.41
H -2.77761 1.68506 1.44176 0.36

***

Stability summary - winner: <P>; margin: 0.1363 hartree.

***

<P>
9
Properties=species:S:1:pos:R:3:mulliken_charge:R:1 method="wB97M-V/def2-TZVPD" smiles="O=C(O)CO" gap_ha=0.4133
O 1.06096 -1.07444 0.91706 -0.56
C 0.60045 -0.33321 0.02633 0.77
O 1.21943 -0.45860 -1.24051 -0.48
C -0.57978 0.45546 0.05315 -0.49
O -1.11899 -0.01866 1.40934 -0.53
H 0.66399 0.20112 -1.87033 0.34
H -1.23916 0.25371 -0.82493 0.31
H -0.26494 1.55486 -0.02689 0.27
H -0.34196 -0.58023 1.55679 0.38

***

<Q>
9
Properties=species:S:1:pos:R:3:mulliken_charge:R:1 method="wB97M-V/def2-TZVPD" smiles="O=CO.C=O" gap_ha=0.3917
O -1.69801 -1.13377 -0.36712 -0.45
C -1.98459 -0.03681 -0.05172 0.18
O -1.29326 1.05359 -0.22291 -0.38
H -2.95897 0.07879 0.53683 0.29
H -0.35562 0.91274 -0.39971 0.43
C 2.02935 -0.17749 0.13197 -0.01
O 1.51128 0.83490 -0.22750 -0.53
H 1.65036 -1.16502 0.36177 0.21
H 3.09946 -0.36693 0.23837 0.26

***

Stability summary - winner: <Q>; margin: 0.0114 hartree.